Below is 2 unconnected molecules or ions with the total composition C16H20O at a distorted geometry, with properties calculated with ωB97M-V/def2-TZVPD.

Calculated values
Highest occupied orbital energy (alpha / beta) ... 0.73 / -3.66 eV
HOMO-LUMO gap (alpha / beta) ... 1.67 / 5.99 eV
Spin multiplicity ... 2
DFT total energy ... -18961.0561 eV
Total charge ... -1
Lowest unoccupied orbital energy (alpha / beta) ... 0.0884 / 0.0856 Ha

```
37
Properties=species:S:1:pos:R:3:forces:R:3:lowdin_spin:R:1
C 1.33461 0.50455 -2.22142 1.4 -0.5 0.4 0.015
C 0.38325 1.64312 -2.53852 1.9 0.2 -1.9 0.020
C 0.85034 -0.91722 -2.53829 0.7 2.4 -0.7 0.003
C -0.43601 -1.22641 -2.17702 0.0 -2.7 -1.7 0.006
C 1.59805 -1.67619 -3.47885 -0.9 0.1 0.8 0.003
C -0.97288 -2.37006 -2.85477 -1.1 1.3 1.9 0.007
C 1.10488 -2.87481 -3.94250 -0.6 -0.8 0.3 0.003
C -0.24148 -3.17879 -3.67351 0.0 0.8 -0.5 0.002
O -0.83290 -4.14602 -4.42935 0.2 -1.1 -0.4 0.002
H 2.25972 0.66710 -2.81093 -0.4 -0.1 0.2 0.002
H 1.67440 0.62249 -1.18404 -0.2 -0.3 0.0 0.009
H 0.09237 1.48138 -3.59158 -0.8 0.1 0.5 0.001
H -1.05586 -0.64039 -1.52185 0.1 0.2 0.1 0.003
H 2.48538 -1.24085 -3.91696 0.4 -0.2 0.4 0.001
H -2.03200 -2.57006 -2.66567 0.2 -0.2 -0.2 0.002
H 1.66761 -3.66474 -4.43628 0.1 0.6 -0.5 0.001
H -1.79652 -4.16060 -4.38655 0.3 0.3 0.4 0.001
H 1.02036 2.54730 -2.61858 -0.5 -0.2 0.5 0.006
H -0.39219 1.79114 -1.83242 -0.9 0.1 0.4 0.006
C 0.89274 0.26995 2.79004 -2.0 -1.0 1.1 0.023
C -0.30184 -0.73648 2.51731 -0.5 -0.5 0.8 0.014
C 0.27796 1.50010 3.39694 -0.2 0.1 -2.1 0.060
C -0.53228 2.27933 2.49401 -0.7 0.4 0.4 0.251
C 0.36919 1.76335 4.71877 0.0 0.1 1.3 0.085
C -1.40714 3.30148 3.03810 1.2 -0.2 1.1 0.153
C -0.53725 2.71394 5.30469 0.6 -0.1 -1.0 0.192
C -1.32689 3.45680 4.41675 -1.1 1.6 1.3 0.044
H 1.56054 -0.26360 3.49214 0.2 0.6 -0.6 0.002
H 1.26769 0.45680 1.79626 0.9 0.2 -0.2 0.011
H -0.27240 -1.67487 3.12894 0.9 0.1 -1.2 0.001
H -0.75013 1.99880 1.47096 0.4 -0.4 0.0 0.029
H 1.15583 1.26067 5.29836 -0.5 0.0 0.0 0.005
H -1.90148 4.05203 2.42537 -0.1 -0.3 0.1 0.013
H -0.59312 2.94902 6.34979 0.2 -0.1 0.3 0.022
H -1.85999 4.27572 5.00589 0.2 -0.8 -1.3 -0.003
H -0.42955 -0.80989 1.43994 0.2 -1.0 -0.2 0.004
H -1.32472 -0.50270 2.82913 0.3 1.4 0.2 0.002
```
Positions in Å, forces in eV/Å.

=====

Below is 2 unconnected molecules or ions with the total composition C16H20O at a distorted geometry, with properties calculated with ωB97M-V/def2-TZVPD.

Calculated values
Highest occupied orbital energy ... -8.49 eV
HOMO-LUMO gap ... 9.25 eV
SMILES ... CCc1ccc(O)cc1.CCc1ccccc1
Spin multiplicity ... 1
DFT total energy ... -18963.5800 eV
Lowest unoccupied orbital energy ... 0.0278 Ha

```
37
Properties=species:S:1:pos:R:3:forces:R:3:lowdin_charge:R:1
C -0.98702 -0.21125 -2.99699 1.1 0.2 0.0 -0.096
C -0.24067 -1.19335 -2.06427 -0.7 0.3 -1.1 -0.205
C -1.23274 -2.21188 -1.53957 1.4 0.0 0.7 -0.257
C -1.88255 -1.96083 -0.32914 -0.3 0.1 -0.3 -0.044
C -2.56582 -2.95964 0.33686 -0.1 0.0 -0.4 -0.021
C -2.54822 -4.25359 -0.18736 -0.3 0.2 0.6 -0.332
O -3.10698 -5.29505 0.51006 -0.1 -0.2 0.1 0.035
C -1.97987 -4.50045 -1.41192 0.2 0.0 -0.9 -0.015
C -1.30645 -3.48047 -2.09021 -0.1 -0.3 0.7 -0.031
H -1.20212 -0.73602 -3.92723 -0.5 0.1 0.1 0.073
H -0.37584 0.65569 -3.27357 0.1 -0.1 0.1 0.067
H -1.87133 0.18894 -2.52653 -0.5 -0.1 0.0 0.065
H 0.52080 -1.68334 -2.67607 0.0 -0.2 0.1 0.104
H 0.31857 -0.67162 -1.28824 -0.3 0.0 0.3 0.090
H -1.86224 -0.95174 0.06687 0.0 0.0 0.1 0.114
H -3.16690 -2.73552 1.21021 0.2 -0.1 0.2 0.114
H -3.04266 -5.12203 1.45938 -0.1 0.1 -0.3 0.106
H -2.03017 -5.47964 -1.87278 0.0 -0.1 0.3 0.118
H -0.72050 -3.74662 -2.96152 -0.2 0.2 -0.2 0.114
C 2.60799 0.52166 1.64380 -1.2 0.6 -0.9 -0.081
C 2.60929 1.49869 0.43798 -0.3 0.4 0.8 -0.194
C 2.08557 2.85319 0.86667 0.5 0.2 0.6 -0.251
C 0.76672 3.10447 1.21058 -0.2 -0.1 -0.3 -0.049
C 0.35851 4.38855 1.54823 -0.2 -0.3 0.9 -0.095
C 1.27129 5.40079 1.73693 0.7 0.6 -0.4 -0.099
C 2.62349 5.16137 1.47837 -0.9 -0.2 0.0 -0.084
C 2.99553 3.89590 1.07046 0.5 0.2 -0.8 -0.057
H 2.68590 1.09652 2.56210 0.7 -0.4 0.2 0.078
H 3.24789 -0.32762 1.48823 0.7 -0.1 0.3 0.063
H 1.61184 0.09605 1.68065 -0.4 -0.2 0.1 0.058
H 3.61599 1.68591 0.06717 0.0 -0.4 -0.2 0.100
H 1.95614 1.10179 -0.33792 0.3 -0.1 -0.3 0.094
H 0.03532 2.30370 1.22342 0.0 0.0 -0.3 0.111
H -0.67083 4.55763 1.82169 -0.2 0.0 -0.1 0.099
H 0.96325 6.40038 2.01721 -0.2 -0.1 0.1 0.099
H 3.34826 5.95940 1.51220 0.1 0.0 0.2 0.099
H 4.03392 3.79244 0.76592 0.0 -0.4 0.1 0.109
```
Positions in Å, forces in eV/Å.

=====

Below is 2 unconnected molecules or ions with the total composition C16H20O2 at a distorted geometry, with properties calculated with ωB97M-V/def2-TZVPD.

Calculated values
Highest occupied orbital energy ... -8.09 eV
HOMO-LUMO gap ... 8.80 eV
SMILES ... CCc1ccc(O)cc1.CCc1ccc(O)cc1
Spin multiplicity ... 1
DFT total energy ... -21007.8112 eV
Lowest unoccupied orbital energy ... 0.0263 Ha

```
38
Properties=species:S:1:pos:R:3:forces:R:3:lowdin_charge:R:1
C 3.14709 -1.95950 2.00976 0.0 -2.1 1.2 -0.103
C 2.33287 -0.88904 1.37994 -1.0 0.0 -0.2 -0.242
C 0.90750 -0.98429 1.84172 -0.5 1.5 0.8 -0.272
C 0.62078 -0.39272 3.08514 -2.2 0.7 0.9 -0.024
C -0.74389 -0.06818 3.45493 -0.1 -2.4 -4.9 0.021
C -1.75435 -0.38095 2.46373 1.4 -0.9 0.1 -0.294
O -3.12822 -0.43159 2.53368 0.3 0.8 0.6 0.031
C -1.42023 -0.93909 1.23354 -1.7 -0.4 -0.6 -0.045
C -0.13977 -1.32740 0.97921 1.7 -0.1 -1.7 -0.048
H 2.71064 -2.98828 2.26802 -0.6 1.7 -0.4 0.113
H 3.53434 -1.61938 2.94478 0.5 0.2 0.7 0.063
H 3.93445 -2.32804 1.42984 1.7 0.1 -1.1 0.043
H 2.64372 0.13124 1.55244 0.6 0.3 1.3 0.110
H 2.45548 -0.75031 0.32472 -0.5 -1.2 -1.1 0.088
H 1.38434 -0.11918 3.84132 -0.3 -0.2 -0.9 0.120
H -1.11861 0.40301 4.27348 -0.2 1.2 2.8 0.059
H -3.43899 -0.11745 3.36903 -0.4 0.4 0.9 0.089
H -2.36620 -1.07075 0.58925 2.1 -0.2 0.6 0.151
H 0.22255 -1.78212 0.01085 -0.9 0.5 1.0 0.135
C 0.89884 3.03042 -1.21145 -1.3 2.0 3.7 -0.107
C 0.84505 1.57256 -0.79276 -1.4 1.1 0.7 -0.228
C -0.12209 0.97493 -1.79005 0.5 -1.1 2.4 -0.263
C 0.34937 -0.09771 -2.51609 1.5 1.0 1.2 -0.052
C -0.54358 -0.78120 -3.25005 -0.8 -1.8 -2.1 -0.054
C -1.88725 -0.51577 -3.28074 -1.6 1.3 1.0 -0.281
O -2.58693 -1.41477 -4.06452 -2.0 1.0 0.5 0.014
C -2.41406 0.60535 -2.51742 3.6 -2.3 -1.0 0.010
C -1.47826 1.30410 -1.78704 0.3 0.6 -0.7 -0.059
H 0.08866 3.32610 -1.81699 -0.5 -0.3 -1.7 0.021
H 1.86300 3.23168 -1.68542 -0.3 1.0 0.6 0.077
H 0.36594 3.69100 -0.28877 2.8 -1.0 -1.8 0.141
H 1.80307 1.16941 -0.91905 1.4 -0.8 -0.5 0.062
H 0.69885 1.42461 0.34159 -0.7 0.2 -1.8 0.135
H 1.43393 -0.34317 -2.37655 -1.2 0.0 -0.6 0.135
H -0.32984 -1.59163 -3.94256 0.6 -0.1 0.3 0.127
H -3.56421 -1.24805 -3.95875 1.5 -0.2 -0.2 0.131
H -3.32281 1.04106 -2.35834 -3.0 0.1 -0.6 0.074
H -1.88118 2.23507 -1.37041 0.6 -0.4 0.5 0.125
```
Positions in Å, forces in eV/Å.